# 1
{
  "formula": "C5H12O",
  "method": "ωB97M-V/def2-TZVPD",
  "lumo_energy_ev": 0.9994,
  "de_lowest_kj_mol": 36.1,
  "orbital_gap_ev": 11.145,
  "homo_energy_ha": -0.373,
  "smiles": "CC(C)[C@@H](C)O",
  "energy_ha": -272.934899,
  "species": ["C", "C", "C", "C", "C", "O", "H", "H", "H", "H", "H", "H", "H", "H", "H", "H", "H", "H"],
  "positions_angstrom": [[-1.44, 1.35, 0.07], [-0.59, 0.09, 0.26], [-1.17, -1.12, -0.50], [0.90, 0.36, -0.13], [1.88, -0.31, 0.83], [1.18, 0.00, -1.48], [-1.24, 2.09, 0.86], [-1.26, 1.82, -0.90], [-2.51, 1.11, 0.13], [-0.61, -0.15, 1.33], [-1.00, -2.06, 0.04], [-2.25, -1.00, -0.63], [-0.75, -1.23, -1.51], [1.07, 1.44, -0.11], [2.88, -0.36, 0.39], [1.56, -1.33, 1.08], [1.95, 0.25, 1.77], [1.38, -0.94, -1.50]]
}

=====

# 2
{
  "formula": "C4H7NO",
  "method": "ωB97M-V/def2-TZVPD",
  "lumo_energy_ev": 1.1171,
  "de_lowest_kj_mol": 270.7,
  "orbital_gap_ev": 10.668,
  "homo_energy_ha": -0.351,
  "smiles": "O=CCN1CC1",
  "energy_ha": -286.528560,
  "species": ["O", "C", "C", "N", "C", "C", "H", "H", "H", "H", "H", "H", "H"],
  "positions_angstrom": [[-2.78, 0.69, 0.69], [-1.96, -0.19, 0.53], [-0.54, 0.20, 0.83], [0.54, -0.57, 0.22], [0.81, -0.43, -1.20], [1.71, 0.18, -0.20], [-2.27, -1.18, 0.16], [-0.39, 0.15, 1.91], [-0.76, 1.27, 0.65], [0.17, 0.22, -1.79], [1.13, -1.34, -1.71], [2.68, -0.26, 0.00], [1.67, 1.26, -0.09]]
}

=====

# 3
{
  "formula": "C4H6N2O",
  "method": "ωB97M-V/def2-TZVPD",
  "lumo_energy_ev": 0.9201,
  "de_lowest_kj_mol": 128.6,
  "orbital_gap_ev": 8.584,
  "homo_energy_ha": -0.282,
  "smiles": "Nc1[nH]ccc1O",
  "energy_ha": -340.745945,
  "species": ["N", "C", "N", "C", "C", "C", "O", "H", "H", "H", "H", "H", "H"],
  "positions_angstrom": [[1.89, 0.90, 0.11], [0.60, 0.41, -0.20], [-0.46, 1.30, -0.31], [-1.65, 0.63, -0.07], [-1.33, -0.69, 0.13], [0.07, -0.83, 0.00], [0.80, -1.98, 0.11], [2.58, 0.83, -0.63], [2.23, 0.38, 0.92], [-0.20, 2.23, -0.59], [-2.66, 1.02, 0.06], [-2.03, -1.50, 0.28], [0.16, -2.70, 0.18]]
}

=====

# 4
{
  "formula": "BrH2OPS",
  "method": "ωB97M-V/def2-TZVPD",
  "lumo_energy_ev": -1.8529,
  "de_lowest_kj_mol": 75.5,
  "orbital_gap_ev": 7.644,
  "homo_energy_ha": -0.349,
  "smiles": "S=PBr.O",
  "energy_ha": -3390.004813,
  "species": ["S", "P", "Br", "O", "H", "H"],
  "positions_angstrom": [[1.25, -1.89, -0.25], [1.85, -0.48, 1.03], [1.64, 1.43, -0.08], [-1.53, 0.05, 0.07], [-2.33, 0.14, -0.49], [-0.88, 0.75, -0.29]]
}

=====

# 5
{
  "formula": "C4H3N2",
  "method": "ωB97M-V/def2-TZVPD",
  "lumo_energy_ev": -5.9612,
  "de_lowest_kj_mol": 103.3,
  "orbital_gap_ev": 8.070,
  "charge": 1,
  "homo_energy_ha": -0.516,
  "smiles": "C#[N+]C=C=C=N",
  "energy_ha": -263.280308,
  "species": ["C", "N", "C", "C", "C", "N", "H", "H", "H"],
  "positions_angstrom": [[1.50, -0.98, -0.04], [1.32, 0.16, 0.01], [0.90, 1.50, -0.07], [-0.43, 1.52, 0.02], [-1.33, 0.54, 0.01], [-2.08, -0.36, 0.00], [1.14, -2.03, 0.11], [1.66, 2.32, 0.25], [-3.06, -0.69, 0.15]]
}

=====

# 6
{
  "formula": "C4H6O2",
  "method": "ωB97M-V/def2-TZVPD",
  "lumo_energy_ev": 0.6946,
  "de_lowest_kj_mol": 558.1,
  "orbital_gap_ev": 9.312,
  "homo_energy_ha": -0.317,
  "energy_ha": -306.293711,
  "species": ["C", "C", "O", "C", "C", "O", "H", "H", "H", "H", "H", "H"],
  "positions_angstrom": [[0.52, 0.90, -1.24], [-0.02, 0.89, 1.07], [-0.66, 0.52, -0.47], [-0.66, -0.39, 0.70], [0.13, -1.66, 0.62], [-0.08, -2.57, 1.38], [0.73, 1.95, -1.02], [1.40, 0.31, -0.99], [0.22, 0.78, -2.28], [-0.82, 1.57, 1.39], [-1.70, -0.59, 0.97], [0.94, -1.71, -0.13]]
}

=====

# 7
{
  "formula": "C53H46ClGeN3O4STc",
  "method": "ωB97M-V/def2-TZVPD",
  "lumo_energy_ev": -9.5627,
  "de_lowest_kj_mol": 0.0,
  "orbital_gap_ev": 5.597,
  "charge": 3,
  "homo_energy_ha": -0.557,
  "energy_ha": -5527.713945,
  "species": ["Tc", "Cl", "C", "C", "C", "C", "O", "C", "C", "N", "C", "C", "C", "C", "C", "C", "C", "C", "N", "C", "C", "H", "H", "H", "H", "H", "H", "H", "H", "H", "H", "C", "O", "C", "C", "C", "C", "C", "C", "N", "C", "C", "C", "C", "C", "C", "C", "O", "H", "H", "H", "H", "H", "H", "H", "H", "H", "H", "H", "H", "H", "O", "S", "C", "C", "C", "C", "H", "H", "H", "H", "H", "H", "H", "H", "C", "Ge", "C", "C", "C", "C", "C", "C", "C", "C", "C", "C", "C", "C", "C", "C", "C", "C", "C", "C", "H", "H", "H", "H", "H", "H", "H", "H", "H", "H", "H", "H", "H", "H", "H"],
  "positions_angstrom": [[-0.61, -0.66, -0.37], [4.73, -0.39, -5.39], [3.32, -0.31, -4.41], [2.07, -0.17, -5.01], [0.92, -0.12, -4.24], [1.02, -0.24, -2.86], [-0.09, -0.16, -2.11], [2.27, -0.36, -2.24], [2.43, -0.40, -0.82], [1.50, -0.47, 0.07], [1.83, -0.45, 1.46], [3.08, -0.36, 2.01], [3.25, -0.33, 3.41], [2.17, -0.39, 4.25], [0.87, -0.50, 3.71], [-0.30, -0.57, 4.50], [-1.52, -0.69, 3.90], [-1.59, -0.73, 2.50], [-0.51, -0.65, 1.74], [0.72, -0.54, 2.32], [3.43, -0.39, -3.04], [2.00, -0.09, -6.08], [-0.05, -0.01, -4.70], [3.46, -0.35, -0.48], [3.97, -0.30, 1.40], [4.25, -0.25, 3.81], [2.31, -0.36, 5.32], [-0.21, -0.54, 5.58], [-2.43, -0.74, 4.47], [-2.54, -0.83, 2.00], [4.40, -0.49, -2.58], [-8.85, 4.06, 0.02], [-7.84, 3.04, 0.09], [-8.13, 1.92, 0.79], [-9.34, 1.62, 1.39], [-9.47, 0.44, 2.10], [-8.41, -0.45, 2.23], [-7.20, -0.17, 1.62], [-7.08, 1.00, 0.88], [-5.86, 1.42, 0.28], [-4.88, 0.77, -0.27], [-4.82, -0.62, -0.66], [-5.96, -1.33, -1.06], [-5.84, -2.61, -1.57], [-4.58, -3.20, -1.67], [-3.44, -2.50, -1.32], [-3.55, -1.21, -0.81], [-2.48, -0.45, -0.48], [-9.12, 4.40, 1.01], [-9.72, 3.69, -0.52], [-8.40, 4.88, -0.54], [-10.17, 2.31, 1.33], [-10.42, 0.21, 2.57], [-8.53, -1.36, 2.81], [-6.37, -0.85, 1.73], [-5.78, 2.43, 0.29], [-4.02, 1.38, -0.51], [-6.93, -0.87, -1.01], [-6.72, -3.15, -1.89], [-4.49, -4.20, -2.06], [-2.47, -2.96, -1.45], [-0.59, 1.58, 0.02], [0.38, 2.56, -0.66], [-0.47, 3.20, -2.14], [-1.15, 4.51, -1.73], [-0.19, 5.18, -0.76], [0.19, 4.11, 0.26], [-1.12, 2.41, -2.48], [0.31, 3.37, -2.88], [-2.10, 4.31, -1.24], [-1.34, 5.13, -2.61], [-0.63, 6.04, -0.25], [0.70, 5.53, -1.28], [-0.63, 3.90, 0.95], [1.10, 4.31, 0.82], [-0.39, -2.32, -0.50], [0.40, -4.21, -0.38], [0.82, -4.10, 1.51], [-0.22, -4.15, 2.44], [0.04, -4.12, 3.80], [1.35, -4.03, 4.24], [2.40, -3.94, 3.33], [2.13, -3.98, 1.97], [1.83, -4.08, -1.67], [3.08, -4.66, -1.43], [4.05, -4.67, -2.42], [3.78, -4.11, -3.67], [2.54, -3.55, -3.92], [1.57, -3.53, -2.93], [-0.99, -5.46, -0.90], [-1.25, -5.64, -2.26], [-2.18, -6.58, -2.68], [-2.85, -7.36, -1.74], [-2.57, -7.20, -0.39], [-1.65, -6.26, 0.03], [-1.25, -4.22, 2.10], [-0.77, -4.19, 4.51], [1.57, -4.03, 5.31], [3.42, -3.88, 3.68], [2.96, -3.92, 1.27], [3.30, -5.14, -0.48], [5.01, -5.13, -2.23], [4.54, -4.14, -4.44], [2.32, -3.14, -4.90], [0.60, -3.09, -3.15], [-0.70, -5.08, -3.01], [-2.36, -6.74, -3.74], [-3.56, -8.11, -2.07], [-3.07, -7.83, 0.34], [-1.42, -6.19, 1.08]]
}

=====

# 8
{
  "formula": "C15H19EuIN4O6P2S",
  "method": "ωB97M-V/def2-TZVPD",
  "lumo_energy_ev": [-0.7718, -0.7309],
  "de_lowest_kj_mol": 0.0,
  "orbital_gap_ev": [4.942, 5.569],
  "homo_energy_ha": [-0.210, -0.232],
  "multiplicity": 8,
  "energy_ha": -3342.571973,
  "species": ["Eu", "N", "C", "C", "C", "C", "C", "C", "S", "N", "C", "C", "C", "C", "C", "C", "N", "H", "H", "H", "H", "H", "H", "H", "H", "H", "N", "C", "C", "P", "O", "O", "O", "P", "O", "O", "O", "H", "H", "H", "H", "H", "H", "H", "H", "I", "C", "H", "H"],
  "positions_angstrom": [[-0.55, 0.10, -0.67], [2.32, -2.46, 1.20], [3.55, -2.08, 0.56], [4.53, -3.06, 0.20], [5.45, -2.66, -0.75], [5.80, -1.29, -0.94], [4.92, -0.35, -0.43], [3.77, -0.70, 0.35], [2.71, 0.56, 0.82], [1.25, -0.29, 0.90], [1.24, -1.57, 1.27], [-0.05, -2.17, 1.71], [-0.12, -3.34, 2.55], [-1.35, -4.00, 2.61], [-2.48, -3.32, 2.10], [-2.37, -2.09, 1.45], [-1.15, -1.62, 1.14], [2.04, -3.43, 1.31], [4.42, -4.09, 0.51], [5.93, -3.48, -1.33], [6.65, -1.03, -1.54], [5.09, 0.73, -0.47], [0.77, -3.66, 3.05], [-1.37, -5.00, 2.97], [-3.47, -3.72, 2.23], [-3.27, -1.51, 1.16], [-3.17, 4.75, -0.84], [-2.89, 3.26, -0.71], [-4.19, 2.48, -0.53], [-1.86, 3.09, 0.84], [-0.42, 4.00, 0.47], [-2.62, 3.76, 1.94], [-1.47, 1.61, 0.94], [-1.92, 2.68, -2.18], [-0.31, 2.65, -1.73], [-2.18, 3.65, -3.28], [-2.09, 1.18, -2.27], [-4.06, 5.02, -0.44], [-3.15, 4.90, -1.85], [-2.45, 5.26, -0.34], [-4.69, 2.82, 0.41], [-4.02, 1.43, -0.43], [-4.86, 2.65, -1.44], [0.02, 4.31, 1.30], [0.14, 3.37, -1.26], [0.53, -0.52, -3.90], [0.34, -1.83, -2.20], [1.32, -2.30, -1.96], [-0.25, -2.71, -2.52]]
}